Entry 1:
Below is a molecular structure, C3H12N7O6Tl at a distorted geometry, with properties calculated with ωB97M-V/def2-TZVPD.

orbital gap	2.81	eV
total charge	+2

Last column: natural (NBO) charge in e.
Element x y z (Å)
H: 3.23080 4.15487 0.62043  0.417
H: 1.29039 4.97032 1.46924  0.426
C: -2.16448 0.46984 2.43957  0.762
C: 1.58945 2.98150 0.91627  0.783
O: 1.30864 -1.95688 -2.02616  -0.662
H: 0.27242 3.68699 2.15618  0.400
O: -1.08183 0.02469 1.97454  -0.525
N: 1.29565 -1.44127 -4.22099  -0.793
H: 1.56039 -1.65834 -5.16548  0.415
H: -3.09777 1.92525 3.53649  0.423
O: -3.19524 -2.43800 0.00272  -0.204
O: -1.07503 -2.62347 -0.02205  -0.208
O: -2.30357 -4.35443 -0.12751  -0.119
N: 2.30031 -3.36523 -3.51542  -0.779
N: -2.20538 -3.14524 -0.04586  0.698
C: 1.61786 -2.25849 -3.20613  0.778
H: 3.24022 2.65721 -0.24759  0.413
O: 1.07668 1.84818 0.87230  -0.649
H: -3.31150 -1.01325 1.70305  0.422
N: 1.08833 4.00762 1.65829  -0.806
H: -4.16486 0.05184 2.76184  0.428
H: 2.35454 -3.54894 -4.50267  0.411
N: -3.31724 -0.18560 2.27242  -0.716
H: -1.37088 2.06026 3.37836  0.422
Tl: 1.34261 -1.08679 0.68066  0.984
H: 2.42018 -4.07736 -2.81696  0.428
N: -2.23339 1.60142 3.13806  -0.777
H: 0.77649 -0.60623 -4.01842  0.423
N: 2.75620 3.31954 0.33481  -0.797

***

Entry 2:
Below is a molecular structure, C14H29Br2INbO6P2 at a distorted geometry, with properties calculated with ωB97M-V/def2-TZVPD.

orbital gap	6.66	eV
total charge	-1

Last column: natural (NBO) charge in e.
Element x y z (Å)
H: -2.30045 -2.44153 -2.04834  -0.092
C: 3.65800 -1.59493 -0.90781  -0.438
H: 1.81752 -1.81530 4.33110  0.232
H: 3.50650 -3.73261 -0.47065  0.238
H: -2.19769 1.71076 1.54333  -0.072
H: 3.17019 -1.72572 -1.87119  0.238
H: -4.75681 3.44137 -3.38043  0.215
H: -1.23129 3.41380 0.76632  -0.101
Nb: -1.37808 0.88190 -1.67127  1.242
O: -1.35859 -0.93058 4.40600  -0.506
H: -3.35693 2.34595 -3.52762  0.247
C: 4.05358 -2.58681 1.22706  0.797
C: 2.69871 -1.06866 0.15193  -0.105
Br: 0.83513 -0.72435 -3.39079  0.077
C: 0.89555 0.64184 -1.99909  -0.724
O: 0.21360 1.55786 1.35771  -1.140
C: 4.15886 -2.88210 -0.25954  -0.529
Br: 3.44853 1.56607 -3.20772  -0.139
H: 1.33203 3.80249 -1.40871  0.219
H: 0.68285 -0.86002 2.34660  0.274
H: -2.75814 -1.72533 -0.10321  -0.061
H: -5.37936 2.16858 -1.25195  0.199
H: -0.28525 -1.37123 6.09051  0.183
C: -0.08908 -1.03090 5.07564  -0.069
C: 1.61795 1.88379 -2.40255  -0.213
H: -1.39788 2.55395 -2.43039  -0.307
C: -4.34517 2.47409 -3.08530  -0.492
C: -4.33166 2.24678 -1.58531  -0.436
O: 3.25593 -1.51598 1.41134  -0.494
H: 1.39233 0.17390 -1.14431  0.246
C: 0.74846 -1.98788 4.23016  -0.429
H: 5.17879 -3.16705 -0.50586  0.231
H: -3.63970 0.98920 0.00405  0.233
H: 1.31095 2.41700 -0.30373  0.261
P: -1.08377 2.00191 0.72707  0.939
H: -3.93210 3.16734 -1.13142  0.212
C: 1.77832 2.82274 -1.20315  -0.673
O: -2.13059 -1.15554 2.32336  -0.592
H: 0.35146 -0.03219 5.11046  0.179
C: -1.21430 -1.25171 3.09156  0.810
C: 0.19830 -1.70352 2.83573  -0.549
O: 4.55864 -3.17001 2.14809  -0.596
H: 2.83140 2.98307 -0.95317  0.228
O: -0.43035 -2.31759 -0.48467  -1.146
H: 1.12407 2.37803 -3.24102  0.220
H: -4.01326 0.10674 -1.46148  0.228
C: -3.53937 1.03060 -1.08954  -0.853
H: -1.94518 0.54782 -3.35654  -0.229
H: 2.61646 0.01419 0.21332  0.207
H: 1.69867 -1.49046 0.04037  0.233
P: -1.68792 -1.67990 -1.01912  0.908
I: -5.55299 1.09003 -4.15375  0.011
H: 0.18368 -2.53759 2.13572  0.265
H: 4.48229 -0.89315 -1.03843  0.210
H: 0.53721 -3.01914 4.52064  0.200

***

Entry 3:
Below is a molecular structure, C39H19CoN10O6, with properties calculated with ωB97M-V/def2-TZVPD.

orbital gap (spin up / spin down)	4.84 / 4.84	eV

Last column: Löwdin charge in e.
Element x y z (Å)
C: 2.91935 0.26401 -0.26236  -0.075
H: 6.25056 2.24720 -0.32028  0.134
H: -1.75267 1.02960 -7.27784  0.104
O: 7.59534 0.27129 -0.55676  0.088
N: -0.38006 -2.56085 2.35353  0.233
C: -1.68525 0.42904 -3.97764  -0.101
H: 0.93543 -2.49367 4.99389  0.116
N: 6.58490 -0.39897 -0.52841  -0.351
C: -0.17230 0.56748 3.98750  -0.100
C: 1.64559 -0.55244 -0.22571  -0.514
Co: -1.14121 -0.27003 0.06661  0.706
C: -1.33837 -0.87534 -6.37372  -0.070
C: 0.17174 1.35272 5.08187  -0.004
C: -2.59093 3.52631 0.97487  -0.104
O: 0.59569 0.21983 -0.18477  -0.059
C: -1.00906 -4.36893 -0.60143  -0.097
C: 2.90261 1.64831 -0.16016  0.085
H: -1.27405 -5.56562 -2.37278  0.115
C: -1.83388 1.16323 -5.14910  -0.005
C: -0.63864 -5.52125 1.49586  -0.001
N: -0.91655 -0.26018 1.96590  0.102
C: -3.54331 4.53530 -1.01585  -0.007
C: -0.38743 -1.28564 2.68574  -0.244
O: 3.01329 4.33921 0.09503  0.090
H: 1.57328 -1.10702 6.95875  0.104
H: -3.74191 4.50944 -2.07866  0.114
C: -0.73825 -6.71391 0.80055  -0.067
C: 4.12549 -0.41228 -0.38108  0.088
C: 5.29770 0.31799 -0.40079  -0.104
C: -1.65196 0.49288 -6.34356  -0.069
C: -2.99978 4.59153 1.77194  -0.006
C: 0.10197 -0.79562 3.95978  -0.100
N: -2.23221 1.96151 -2.17284  0.225
C: -0.72938 -2.94895 1.15597  -0.246
H: -2.78328 4.60712 2.83142  0.114
H: -0.96093 -2.65954 -5.22013  0.115
C: 0.80241 0.72352 6.13863  -0.069
C: -2.85817 3.49772 -0.39050  -0.104
H: -1.20449 -1.36350 -7.33011  0.104
C: 5.32423 1.69516 -0.30299  0.089
H: -0.63255 -7.65178 1.32986  0.104
C: -0.96885 -6.73339 -0.58145  -0.068
H: 1.97107 2.18467 -0.06405  0.132
C: -3.95391 5.59019 -0.22530  -0.071
N: -1.17113 -2.62655 -2.28154  0.231
C: -0.82726 0.88067 2.73121  -0.245
C: 0.72845 -1.43266 5.02486  -0.004
H: 4.13718 -1.48999 -0.45336  0.136
N: -1.74931 1.55331 0.14316  0.105
C: -0.78367 -4.34962 0.76697  -0.097
C: -1.32431 -1.36589 -2.62735  -0.240
N: -1.34165 2.04997 2.45529  0.227
H: 1.09338 1.30014 7.00690  0.104
H: -1.03847 -7.68605 -1.08995  0.104
N: 4.08916 3.80393 -0.06598  -0.351
C: -2.29251 2.26427 -0.89343  -0.246
H: -4.49131 6.41604 -0.67278  0.103
H: -0.45326 -5.49479 2.56094  0.116
C: -1.87317 2.30675 1.27623  -0.247
O: 1.69131 -1.76232 -0.23260  0.105
C: -1.09258 -2.97921 -1.02369  -0.244
O: 5.15370 4.38007 -0.13752  0.089
N: -0.98702 -2.16042 0.06473  0.095
H: -2.07644 2.21670 -5.11824  0.115
H: -0.04279 2.41264 5.09584  0.116
O: 6.54435 -1.60764 -0.60469  0.093
H: -4.02421 6.46349 1.73785  0.103
C: -1.37388 -0.92557 -4.00788  -0.101
C: -1.81582 0.78877 -2.57887  -0.245
C: 1.07716 -0.65277 6.11113  -0.069
C: -1.19923 -1.60471 -5.20869  -0.004
N: -1.56258 -0.31179 -1.79575  0.102
C: -3.68565 5.61794 1.15352  -0.071
C: 4.10466 2.32997 -0.18096  -0.105
C: -1.10446 -5.56105 -1.30477  -0.001

***

Entry 4:
Below is a molecular structure, C8H15FP2Pb at a distorted geometry, with properties calculated with ωB97M-V/def2-TZVPD.

orbital gap	5.68	eV
total charge	+2

Last column: natural (NBO) charge in e.
Element x y z (Å)
C: -0.06749 1.00012 2.55549  -0.654
F: 2.05723 3.17978 -0.16376  -0.346
Pb: 1.95961 2.14767 2.53847  1.593
H: 2.34644 -0.11869 0.00069  0.308
P: -0.96580 -0.62859 0.01165  0.705
C: -2.20368 1.28187 -1.61322  -0.611
C: 0.09937 -2.09903 -0.17904  -0.728
C: -1.78463 -0.19277 -1.56755  -0.707
H: -2.76583 1.46823 -2.52504  0.260
H: 0.85401 -2.16109 0.60508  0.240
H: 3.68040 2.01277 -0.54018  0.222
C: -0.83844 -3.34138 -0.07154  -0.597
H: 2.30141 1.73405 -1.59463  0.228
H: -0.93331 0.68818 4.64679  0.305
H: -1.21306 -0.49278 -2.44543  0.247
H: -0.51909 -4.11740 -0.75888  0.252
H: 2.67529 0.97964 1.31768  0.090
C: -0.51152 0.91063 3.68324  0.042
H: -2.69616 -0.79643 -1.56253  0.276
P: 0.15576 1.09301 0.70480  0.435
H: -2.85577 1.52935 -0.77454  0.226
H: -1.33956 1.94458 -1.58053  0.203
H: 0.61826 -2.09202 -1.13860  0.241
C: 2.59056 1.95565 -0.56553  0.006
H: -1.86672 -3.06319 -0.31099  0.216
C: 2.06665 0.86812 0.37102  -0.687
H: -0.84393 -3.69027 0.95710  0.235

***

Entry 5:
Below is a molecular structure, C7H19AsF6N3O3Rb at a distorted geometry, with properties calculated with ωB97M-V/def2-TZVPD.

orbital gap	8.85	eV

Last column: natural (NBO) charge in e.
Element x y z (Å)
C: 1.02732 1.24032 -2.90382  -0.235
H: 2.18137 -3.16926 2.54701  0.171
H: -1.33868 2.82544 -2.80453  0.415
F: 0.61480 2.73348 0.19080  -0.660
H: 0.38968 -4.59464 4.21467  0.170
F: 1.62743 1.07381 1.84874  -0.638
C: 1.20554 -2.05208 0.99516  -0.245
H: -5.10212 1.95852 -1.74497  0.408
F: 2.84276 3.04197 2.89449  -0.615
H: -0.81554 -2.45160 0.88912  0.378
C: 0.41435 -0.14122 -1.06557  -0.059
As: 1.81992 2.76606 1.53538  2.825
C: -3.12636 2.37946 -2.00333  0.792
C: 0.49874 -4.92996 3.18066  -0.239
F: 3.20986 2.41072 0.57619  -0.614
F: 0.41943 3.14469 2.55524  -0.660
H: -2.71940 3.48541 -3.67248  0.391
O: -2.71984 1.97802 -0.90871  -0.732
H: 1.86199 1.50278 -2.24359  0.187
H: 0.27197 1.95897 -2.62299  0.140
H: -0.25692 0.61846 -0.63581  0.161
N: -2.31673 2.98328 -2.90642  -0.828
N: -4.44080 2.35452 -2.38620  -0.838
H: 1.53573 -5.19765 2.94756  0.172
H: 1.57532 -2.64074 0.14556  0.175
H: 1.85437 -1.18318 1.08746  0.222
O: 0.53740 -0.01893 -2.46481  -0.553
H: 0.05172 -2.43602 -1.35441  0.182
C: -0.25176 -1.52122 -0.82255  -0.254
C: 1.17361 -2.79188 2.31598  -0.067
H: 1.32491 1.22340 -3.94434  0.195
Rb: -1.60494 1.25752 1.65055  0.977
H: 1.40370 -0.09998 -0.60921  0.180
H: -0.18561 -5.74265 2.96181  0.196
F: 1.96249 4.47938 1.12403  -0.626
H: -4.72529 2.71655 -3.27273  0.393
O: 0.27644 -3.86015 2.26220  -0.566
N: -0.17881 -1.71059 0.62418  -0.669
H: 0.93367 -2.10403 3.13743  0.168
H: -1.23173 -1.48697 -1.31776  0.200

***

Entry 6:
Below is a gas-phase ion, C10H18N3O2 (charge +1), with properties calculated with ωB97M-V/def2-TZVPD.

orbital gap	9.48	eV
total charge	+1
SMILES	CN(C)N1C(=O)C[C@@H]([NH+]2CCCC2)C1=O

Last column: natural (NBO) charge in e.
Element x y z (Å)
H: 4.17715 -1.09003 -0.17108  0.224
H: -4.09637 0.86144 -1.09444  0.217
H: -2.26332 -1.43243 1.83670  0.203
O: -2.19613 2.40669 0.52841  -0.477
H: -3.90890 -0.87649 -1.47263  0.183
O: -0.78658 -1.72552 -0.82599  -0.568
H: 2.69335 1.48092 -0.90798  0.223
N: 1.57319 -0.26438 -0.54293  -0.346
C: 3.06997 0.00401 1.34141  -0.422
C: 0.33113 0.40621 -1.00171  -0.134
C: 3.86190 -0.06777 0.03772  -0.419
H: 0.57529 2.00084 0.49395  0.255
C: 1.67797 -0.48833 0.94138  -0.235
C: -1.47888 1.57254 0.08494  0.700
C: -4.08304 -0.14317 -0.67549  -0.421
H: 1.55833 -1.55261 1.14374  0.246
H: 0.88521 0.04417 1.46410  0.231
C: -3.03447 -1.47363 1.06863  -0.424
C: -0.84820 -0.53523 -0.65304  0.671
H: 3.07284 0.13582 -2.00708  0.244
H: 1.52345 -1.19754 -0.97280  0.461
H: -5.04898 -0.33682 -0.21783  0.228
H: 3.03168 1.03185 1.70127  0.224
H: 0.38905 0.48045 -2.09362  0.257
C: -0.02957 1.74008 -0.37545  -0.546
H: 4.74320 0.56745 0.04959  0.257
C: 2.83282 0.40081 -0.97860  -0.221
N: -1.82711 0.22128 -0.09303  -0.323
H: -2.85044 -2.32951 0.41145  0.200
H: 3.50294 -0.61130 2.12522  0.255
N: -3.07899 -0.20533 0.36970  -0.246
H: -3.99701 -1.60150 1.55747  0.227
H: 0.02850 2.57700 -1.07197  0.273

***

In the order shown, the computed E_tot values come out to -30692.7847; -195585.5040; -105562.8274; -35060.2121; -95983.1382; -19220.7547 eV.